13
Properties=species:S:1:pos:R:3:mulliken_charge:R:1 method="wB97M-V/def2-TZVPD" de_lowest_kcal_mol=20.4 orbital_gap_ev=6.8882 e_tot_ev=-31601.8100 charge=-2 lumo_energy_ev=5.0899 e_homo_ev=-1.80
C 1.810 0.168 -0.208 -0.9223
C -1.616 0.885 1.352 0.0713
N -2.193 1.984 1.675 -0.7677
O -0.296 0.772 1.629 -0.3615
O -0.332 -1.309 0.161 -0.7814
O 1.278 -1.025 2.227 -0.5700
P 0.613 -0.390 0.844 0.8351
Cl -1.212 -3.171 -11.257 -1.0000
H 1.438 0.411 -1.155 0.1848
H 2.640 0.769 0.046 0.2482
H -2.117 0.126 0.854 0.4518
H 1.534 -1.869 1.885 0.3147
H -1.547 2.649 1.947 0.2970

=====

20
Properties=species:S:1:pos:R:3:mulliken_charge:R:1 method="wB97M-V/def2-TZVPD" de_lowest_kcal_mol=12.9 orbital_gap_ev=13.2908 e_tot_ev=-7906.3969 charge=+1 lumo_energy_ev=-3.0755 e_homo_ev=-16.37
C 0.117 -2.127 -0.953 -1.1624
C 0.513 -0.712 -1.254 -0.2955
N 0.671 0.006 0.142 -0.1805
C 0.624 1.493 0.173 -0.4435
C -0.696 2.072 -0.333 -1.0312
H -0.029 -2.661 -1.897 0.3796
H 0.873 -2.665 -0.382 0.3545
H -0.848 -2.272 -0.469 0.3372
H -0.242 -0.077 -1.705 0.2571
H 1.457 -0.503 -1.748 0.3797
H -0.092 -0.391 0.757 0.3243
H 1.524 -0.415 0.528 0.4105
H 0.709 1.817 1.212 0.3253
H 1.546 1.795 -0.328 0.3586
H -0.822 1.854 -1.389 0.3834
H -0.661 3.117 -0.050 0.3543
H -1.506 1.595 0.217 0.2842
H -1.762 -0.246 2.499 0.3124
H -0.365 -0.954 2.817 0.3135
O -1.012 -0.725 2.162 -0.6614

=====

140
Properties=species:S:1:pos:R:3:mulliken_charge:R:1 method="wB97M-V/def2-TZVPD" de_lowest_kcal_mol=21.3 orbital_gap_ev=5.4411 e_tot_ev=-81653.7003 charge=-1 lumo_energy_ev=1.9180 e_homo_ev=-3.52
Rb -0.437 -0.315 -0.771 0.5904
C -0.187 -1.883 -3.826 -0.4674
C 1.205 -2.006 -3.606 0.1658
C 1.372 -2.856 -2.464 -0.0588
C 0.068 -3.233 -2.053 -0.2325
C -0.895 -2.644 -2.880 -0.9791
C -2.384 -2.923 -2.896 2.6832
C -2.707 -3.842 -4.087 -2.0443
C -2.823 -3.634 -1.613 -1.9886
C -3.203 -1.633 -3.046 -1.5709
C 2.553 -3.570 -1.789 3.1097
C 3.914 -2.866 -1.832 -2.2305
C 2.265 -3.766 -0.286 -2.2306
C 2.712 -4.963 -2.428 -1.9351
C 2.208 -1.337 -4.544 3.0520
C 3.078 -0.305 -3.808 -1.6618
C 3.077 -2.375 -5.277 -1.7899
C 1.491 -0.551 -5.653 -2.6187
H -0.649 -1.331 -4.633 0.4117
H -0.149 -3.943 -1.266 -0.0258
H -2.132 -4.767 -4.010 0.3840
H -2.433 -3.355 -5.025 0.3325
H -3.774 -4.091 -4.121 0.4611
H -2.343 -4.613 -1.530 0.4087
H -3.906 -3.781 -1.616 0.4580
H -2.564 -3.044 -0.730 0.2155
H -2.905 -1.091 -3.945 0.2359
H -3.075 -0.981 -2.180 0.1989
H -4.270 -1.863 -3.118 0.4703
H 3.867 -1.938 -1.262 0.0947
H 4.248 -2.644 -2.841 0.4573
H 4.667 -3.511 -1.370 0.5544
H 2.016 -2.809 0.181 0.2666
H 3.146 -4.180 0.216 0.5258
H 1.438 -4.454 -0.109 0.3264
H 2.973 -4.868 -3.484 0.3335
H 1.771 -5.510 -2.365 0.2849
H 3.494 -5.549 -1.927 0.4684
H 3.600 -0.739 -2.961 -0.2285
H 2.443 0.497 -3.425 0.1992
H 3.819 0.138 -4.486 0.5613
H 3.606 -3.038 -4.598 0.2629
H 3.815 -1.877 -5.916 0.4414
H 2.440 -3.000 -5.908 0.3705
H 0.881 0.253 -5.238 0.3182
H 0.850 -1.202 -6.250 0.5287
H 2.237 -0.106 -6.319 0.4747
C 1.031 1.701 3.618 -1.2388
N 1.136 3.141 3.683 0.1334
C 0.618 3.832 4.841 -0.5795
C 0.733 5.292 4.419 -0.7663
N 0.692 5.226 2.966 0.2407
C 1.208 6.383 2.272 -1.1108
C 0.974 3.921 2.542 0.1316
N 1.037 3.413 1.384 -0.1244
C 0.931 4.146 0.148 -0.0314
C 0.877 3.144 -1.013 -1.1706
N 2.039 2.293 -1.056 -0.0386
C 3.142 2.549 -1.628 0.1316
N 4.216 1.687 -1.492 0.6262
C 4.288 0.737 -0.416 -1.2896
C 5.419 2.188 -2.097 -0.6603
C 4.920 3.379 -2.922 -0.7091
N 3.526 3.548 -2.530 0.0530
C 3.050 4.911 -2.509 -1.0560
H 1.710 1.250 4.345 0.3071
H 1.313 1.394 2.613 0.4050
H 0.007 1.362 3.812 0.4453
H 1.214 3.605 5.727 0.3681
H -0.425 3.551 5.043 0.2787
H 1.677 5.732 4.767 0.3472
H -0.090 5.903 4.794 0.3633
H 0.793 7.278 2.738 0.3957
H 0.906 6.378 1.230 0.2835
H 2.304 6.449 2.324 0.3572
H 1.787 4.815 -0.007 0.7071
H 0.016 4.754 0.121 0.0274
H 0.660 3.660 -1.957 0.3901
H 0.034 2.496 -0.786 -0.4496
H 4.693 1.192 0.500 0.3221
H 4.929 -0.095 -0.706 0.5207
H 3.283 0.374 -0.214 0.2266
H 5.889 1.425 -2.725 0.2709
H 6.154 2.496 -1.339 0.3606
H 4.986 3.184 -3.996 0.3139
H 5.492 4.287 -2.706 0.3614
H 3.221 5.359 -3.490 0.4062
H 3.578 5.520 -1.761 0.3085
H 1.988 4.955 -2.302 0.2844
O -1.632 1.336 2.632 -0.3998
H -2.350 1.230 1.956 0.2385
H -1.252 2.182 2.363 0.2032
N -0.322 -1.290 1.732 0.8079
S -0.860 -2.682 2.169 0.7253
C -2.023 -2.456 3.537 0.2076
C -3.359 -2.744 3.311 -0.3969
C -4.293 -2.488 4.304 -0.5174
C -3.887 -1.945 5.513 -0.4876
C -2.546 -1.652 5.730 -0.6696
C -1.610 -1.905 4.743 -0.4462
C 0.419 -3.541 3.151 0.1299
C 1.671 -2.963 3.246 -0.0271
C 2.672 -3.617 3.950 -0.7483
C 2.418 -4.848 4.538 -0.4404
C 1.162 -5.430 4.421 -0.5954
C 0.159 -4.778 3.721 -0.6480
H -0.281 -0.611 2.493 -0.7314
H -3.669 -3.146 2.354 0.4301
H -5.339 -2.699 4.124 0.4176
H -4.619 -1.736 6.282 0.3810
H -2.231 -1.222 6.672 0.3946
H -0.565 -1.666 4.903 0.3502
H 1.848 -2.012 2.756 0.3673
H 3.655 -3.169 4.031 0.4198
H 3.203 -5.360 5.081 0.3738
H 0.965 -6.393 4.874 0.3901
H -0.827 -5.221 3.625 0.4084
C -6.230 -1.417 -0.601 -1.0292
C -6.413 -0.106 -1.033 -0.5149
C -5.518 0.889 -0.690 -0.5363
C -4.376 0.617 0.100 -1.2515
C -4.205 -0.721 0.516 1.2728
C -5.114 -1.706 0.175 0.0688
N -3.418 1.540 0.407 -0.0349
C -3.715 2.846 0.656 0.0258
C -4.951 3.316 1.163 -0.3428
C -5.137 4.644 1.496 -0.7083
C -4.115 5.579 1.348 -0.7389
C -2.891 5.140 0.856 -0.5243
C -2.695 3.814 0.515 0.6460
H -6.930 -2.196 -0.877 0.3652
H -7.269 0.139 -1.653 0.3287
H -5.670 1.901 -1.045 0.5534
H -3.335 -0.958 1.120 -0.0779
H -4.958 -2.726 0.512 0.2739
H -5.758 2.609 1.314 0.4383
H -6.096 4.960 1.894 0.3360
H -4.274 6.617 1.613 0.3672
H -2.078 5.849 0.735 0.2157
H -1.737 3.482 0.130 0.0030

=====

Summary of maximum force in eV/A
4.2 2.7 0.8
(order as listed above)